Run i
Computed, not measured: a 2-piece molecular cluster, CH3O3S overall, with the ωB97M-V functional and the def2-TZVPD basis.

The geometry in ORCA input format:
```
! RIJCOSX wB97M-V def2-TZVPD def2/J DEFGRID3
* xyz -1 1
C 1.0947 0.1836 0.1009
H -1.1710 -1.6923 -0.0279
H 2.1991 0.5535 0.4182
O -2.1027 -1.3837 -0.2527
S -2.3807 0.2709 0.1343
H -0.9877 0.7106 0.1708
O 0.8064 -1.0500 0.1677
O 0.4140 1.1517 -0.2492
*
```

Results
orbital gap	0.2857	Ha



Run ii
Computed, not measured: a 2-piece molecular cluster, CH3O3S overall, with the ωB97M-V functional and the def2-TZVPD basis.

The geometry in ORCA input format:
```
! RIJCOSX wB97M-V def2-TZVPD def2/J DEFGRID3
* xyz -1 1
C 1.3834 -0.0120 0.1163
S -1.2556 0.0093 -0.0628
H 1.7471 -0.2652 1.1293
O -1.5813 -1.3828 0.3457
O -1.5750 1.0301 0.9481
O -1.6628 0.3344 -1.4611
H 1.7726 -0.7071 -0.6667
H 1.1717 0.9932 -0.3488
*
```

Results
orbital gap (alpha / beta)	0.2810 / 0.2915	Ha



Most stable structure: run i